336
Properties=species:S:1:pos:R:3 method="wB97M-V/def2-TZVPD" multiplicity=1 gap_ev=8.51
C 4.284 -5.253 1.265
O 3.422 -4.171 1.082
H 5.120 -5.032 1.935
H 3.740 -6.144 1.549
H 4.719 -5.438 0.249
H 3.400 -3.521 1.843
C -5.158 2.628 1.091
O -6.589 2.726 1.033
H -4.700 3.590 1.299
H -4.761 2.016 1.877
H -4.735 2.216 0.178
H -6.861 1.806 1.099
C 0.339 2.753 -5.012
O 0.468 1.425 -5.443
H 0.631 2.906 -3.984
H 0.989 3.386 -5.621
H -0.633 3.110 -5.252
H 0.526 0.840 -4.673
C 6.216 -2.937 -0.284
O 4.973 -2.237 -0.247
H 6.978 -2.418 -0.779
H 6.533 -3.024 0.755
H 6.095 -3.905 -0.692
H 4.297 -2.848 0.085
C 0.125 -1.725 -4.068
O 0.727 -0.499 -3.474
H -0.344 -2.291 -3.252
H -0.675 -1.371 -4.782
H 0.899 -2.349 -4.603
H 0.993 -0.790 -2.547
C 7.948 6.472 1.379
O 7.761 5.536 0.287
H 9.001 6.439 1.684
H 7.742 7.544 1.134
H 7.345 6.085 2.230
H 6.843 5.326 0.148
C -6.138 6.396 2.659
O -4.729 6.447 2.473
C -4.074 5.586 3.295
C -2.628 5.428 2.818
N -1.787 6.583 2.867
C -1.939 7.511 1.844
C -0.938 8.608 2.043
O 0.328 7.986 1.969
C 1.288 8.942 1.861
H -6.269 6.280 3.732
H -6.543 5.492 2.220
H -6.662 7.222 2.222
H -4.579 4.575 3.296
H -3.999 5.879 4.302
H -2.765 4.961 1.842
H -2.209 4.716 3.531
H -0.803 6.367 3.047
H -2.970 7.905 1.818
H -1.648 7.041 0.853
H -1.044 8.954 3.058
H -0.981 9.391 1.303
H 1.290 9.322 0.812
H 2.226 8.536 2.108
H 1.217 9.724 2.625
C -3.044 5.401 -5.384
O -3.796 4.459 -4.667
C -3.715 4.727 -3.268
C -4.440 3.643 -2.517
N -3.923 2.275 -2.803
C -2.396 2.030 -2.659
C -1.958 1.659 -1.296
O -1.624 2.864 -0.620
C -1.232 2.584 0.726
H -2.923 5.053 -6.416
H -2.028 5.485 -4.978
H -3.488 6.413 -5.283
H -3.985 5.721 -2.991
H -2.634 4.788 -3.073
H -5.516 3.714 -2.807
H -4.251 3.867 -1.465
H -4.250 1.948 -3.671
H -1.823 2.878 -2.989
H -2.205 1.191 -3.307
H -1.006 1.067 -1.312
H -2.749 1.079 -0.823
H -2.118 2.355 1.280
H -0.797 3.530 1.076
H -0.593 1.683 0.789
C -0.940 -2.026 4.752
O -0.185 -0.822 4.830
C 0.015 -0.185 3.570
C 0.598 1.151 3.825
N -0.356 1.961 4.639
C 0.185 3.382 4.755
C 1.625 3.585 5.052
O 1.811 2.932 6.360
C 3.120 2.555 6.684
H -1.823 -1.837 4.078
H -1.230 -2.233 5.766
H -0.357 -2.873 4.285
H -0.928 0.068 3.098
H 0.738 -0.788 2.992
H 0.726 1.696 2.930
H 1.532 0.925 4.329
H -0.427 1.597 5.610
H -0.483 3.801 5.502
H -0.026 3.874 3.811
H 1.886 4.639 5.185
H 2.259 3.187 4.260
H 3.924 3.315 6.372
H 3.439 1.634 6.242
H 3.260 2.556 7.828
C 4.494 4.639 -3.686
O 4.385 5.047 -2.322
C 4.908 6.375 -1.980
C 4.664 6.722 -0.548
N 4.865 5.607 0.343
C 4.426 5.833 1.696
C 4.398 4.528 2.512
O 3.409 3.645 1.908
C 3.684 2.324 2.107
H 4.060 3.650 -3.746
H 5.509 4.660 -4.024
H 3.939 5.287 -4.327
H 4.379 7.075 -2.647
H 5.952 6.383 -2.311
H 3.654 7.138 -0.562
H 5.314 7.492 -0.139
H 4.387 4.720 0.029
H 3.410 6.288 1.711
H 5.045 6.489 2.261
H 4.133 4.780 3.584
H 5.313 3.958 2.581
H 3.999 2.020 3.128
H 4.469 1.941 1.460
H 2.824 1.747 1.817
C 2.447 -3.510 4.154
O 3.122 -2.570 3.241
C 3.788 -1.475 3.863
C 5.254 -1.772 4.138
N 5.458 -2.590 5.317
C 6.868 -3.033 5.558
C 7.376 -3.871 4.480
O 6.577 -5.019 4.448
C 6.955 -6.070 3.578
H 3.145 -4.273 4.395
H 1.597 -3.986 3.653
H 2.000 -3.018 5.010
H 3.307 -1.216 4.780
H 3.605 -0.569 3.266
H 5.705 -0.780 4.313
H 5.719 -2.136 3.235
H 4.974 -3.468 5.230
H 6.926 -3.555 6.517
H 7.502 -2.114 5.712
H 8.429 -4.121 4.663
H 7.380 -3.373 3.484
H 7.187 -5.668 2.580
H 6.044 -6.712 3.493
H 7.797 -6.658 4.014
C 4.066 -3.209 -4.027
O 3.624 -4.592 -3.876
C 2.249 -4.767 -4.250
C 1.892 -6.273 -4.233
N 1.379 -6.916 -3.019
C 2.161 -6.780 -1.822
C 1.618 -7.639 -0.697
O 1.352 -8.975 -1.274
C 0.772 -9.934 -0.339
H 5.119 -3.135 -4.143
H 3.630 -2.530 -3.325
H 3.729 -2.885 -4.992
H 2.112 -4.429 -5.323
H 1.611 -4.157 -3.628
H 2.765 -6.768 -4.690
H 1.043 -6.315 -4.943
H 1.145 -7.883 -3.158
H 1.938 -5.778 -1.477
H 3.210 -6.894 -1.968
H 0.763 -7.206 -0.230
H 2.379 -7.675 0.090
H -0.296 -10.106 -0.704
H 0.753 -9.514 0.682
H 1.305 -10.855 -0.534
C -2.969 -1.651 1.062
O -1.593 -1.777 0.803
C -1.294 -2.576 -0.319
C 0.240 -2.623 -0.530
N 0.800 -1.308 -0.855
C 2.154 -1.104 -0.370
C 2.706 0.208 -0.735
O 1.695 1.175 -0.239
C 1.963 2.516 -0.691
H -3.362 -2.629 1.337
H -3.567 -1.301 0.191
H -2.976 -0.949 1.876
H -1.747 -2.094 -1.194
H -1.777 -3.556 -0.212
H 0.451 -3.283 -1.345
H 0.741 -3.011 0.376
H 0.173 -0.559 -0.546
H 2.744 -1.874 -0.926
H 2.200 -1.147 0.770
H 2.677 0.331 -1.819
H 3.699 0.469 -0.329
H 1.490 3.140 0.002
H 1.521 2.642 -1.688
H 3.078 2.638 -0.707
C 8.376 2.043 -0.752
C 6.880 1.949 -1.084
C 6.508 1.578 -2.527
O 6.228 1.127 -0.141
H 8.948 1.230 -1.224
H 8.491 2.106 0.395
H 8.791 2.973 -1.099
H 6.416 2.931 -0.854
H 5.361 1.516 -2.543
H 6.937 0.642 -2.922
H 6.737 2.363 -3.255
H 6.289 0.178 -0.395
C 0.103 5.621 -1.690
C 0.502 7.086 -1.749
C 0.215 7.752 -3.158
O -0.167 7.805 -0.796
H 0.755 5.057 -2.352
H -0.955 5.410 -1.970
H 0.256 5.324 -0.656
H 1.553 6.980 -1.638
H 0.561 7.044 -3.917
H 0.788 8.726 -3.153
H -0.908 7.999 -3.197
H 0.181 7.619 0.079
C -2.376 -4.727 -4.272
C -2.279 -5.474 -2.916
C -2.639 -6.952 -2.978
O -0.983 -5.266 -2.343
H -1.694 -5.120 -5.013
H -2.089 -3.643 -4.329
H -3.354 -4.692 -4.735
H -2.947 -5.091 -2.179
H -2.725 -7.290 -1.916
H -1.903 -7.563 -3.536
H -3.660 -7.075 -3.428
H -0.361 -5.945 -2.655
C -7.444 -0.907 3.044
C -6.474 -1.119 1.878
C -6.539 -2.509 1.276
O -6.820 -0.227 0.823
H -7.289 0.019 3.630
H -7.264 -1.674 3.771
H -8.453 -0.982 2.667
H -5.398 -0.873 2.207
H -7.484 -2.658 0.820
H -6.392 -3.319 2.068
H -5.780 -2.697 0.500
H -6.117 -0.146 0.145
C -5.245 2.281 4.882
C -3.742 2.080 5.123
C -3.520 0.865 6.027
O -3.081 1.771 3.942
H -5.622 3.016 4.159
H -5.712 2.447 5.823
H -5.577 1.300 4.539
H -3.317 2.978 5.573
H -2.447 0.686 5.916
H -4.037 0.037 5.605
H -3.874 1.072 6.999
H -2.147 1.987 4.094
C -1.079 -5.201 2.332
C -2.262 -6.178 2.477
C -3.355 -5.791 1.497
O -1.866 -7.533 2.205
H -1.439 -4.140 2.441
H -0.588 -5.337 1.352
H -0.367 -5.432 3.133
H -2.581 -6.153 3.533
H -3.681 -4.721 1.652
H -4.221 -6.425 1.536
H -2.864 -5.849 0.496
H -1.475 -7.861 3.001
C 3.590 -0.361 -6.167
C 3.392 1.140 -6.324
C 4.683 1.816 -6.585
O 2.497 1.471 -7.347
H 2.679 -0.849 -5.871
H 4.364 -0.613 -5.472
H 3.920 -0.720 -7.165
H 3.011 1.526 -5.361
H 5.208 1.296 -7.406
H 5.387 1.690 -5.735
H 4.507 2.917 -6.808
H 1.639 1.140 -7.049
C -4.150 -1.664 -3.302
C -5.425 -0.814 -2.929
C -6.692 -1.642 -2.856
O -5.207 -0.175 -1.673
H -3.164 -1.159 -3.221
H -4.231 -2.023 -4.359
H -4.126 -2.546 -2.672
H -5.476 -0.016 -3.645
H -6.621 -2.441 -2.096
H -6.887 -2.078 -3.849
H -7.625 -1.111 -2.597
H -4.809 0.747 -1.811
C -5.847 -6.338 -0.976
C -6.509 -6.715 -2.303
C -6.244 -5.642 -3.307
O -5.942 -7.897 -2.855
H -5.991 -7.145 -0.277
H -6.315 -5.476 -0.496
H -4.791 -6.149 -1.132
H -7.579 -6.771 -2.246
H -6.698 -4.652 -3.171
H -6.623 -6.034 -4.250
H -5.164 -5.438 -3.465
H -5.741 -8.434 -2.120
C -3.392 1.882 -7.041
C -3.021 0.398 -7.050
C -1.879 -0.027 -7.941
O -2.673 -0.154 -5.729
H -4.344 2.055 -6.569
H -3.415 2.280 -8.066
H -2.639 2.573 -6.602
H -3.934 -0.157 -7.298
H -1.823 0.451 -8.964
H -1.806 -1.101 -8.070
H -0.936 0.266 -7.514
H -1.732 0.085 -5.775
C -4.907 -4.458 7.332
C -3.723 -4.584 6.422
C -3.967 -3.750 5.146
O -2.468 -4.174 6.949
H -4.943 -5.108 8.240
H -5.777 -4.737 6.765
H -5.073 -3.423 7.667
H -3.573 -5.595 6.016
H -4.221 -2.741 5.398
H -4.881 -4.128 4.606
H -3.094 -3.840 4.443
H -2.403 -4.348 7.876